1.
Formula: C24H70O11
Source: the OMol25 dataset
Level of theory: ωB97M-V with the def2-TZVPD basis set

Last column: Löwdin charge in e.
Geometry (Å):
1 C 2.2865 -9.9634 12.5325  -0.059
2 C 1.5881 -11.0194 11.6996  -0.525
3 C 2.1072 -10.9204 10.2807  -0.070
4 O 1.7973 -12.3019 12.2226  -0.044
5 H 1.7526 -9.7458 13.4575  0.075
6 H 2.3884 -9.0111 12.0122  0.079
7 H 3.2907 -10.2455 12.8490  0.086
8 H 0.5030 -10.9197 11.6732  0.132
9 H 1.8286 -11.7713 9.6591  0.076
10 H 3.1880 -10.7951 10.3464  0.083
11 H 1.6879 -10.0379 9.7975  0.079
12 H 1.3206 -12.9533 11.7029  0.089
13 C -7.5421 -21.7061 5.4240  -0.078
14 C -7.8270 -20.6027 4.4824  -0.540
15 C -9.3742 -20.4724 4.1597  -0.036
16 O -7.3771 -19.4537 5.0752  -0.036
17 H -6.4975 -21.9346 5.6358  0.082
18 H -7.8989 -22.6246 4.9580  0.078
19 H -8.0911 -21.7373 6.3651  0.085
20 H -7.2836 -20.7317 3.5464  0.131
21 H -9.8403 -20.2881 5.1276  0.080
22 H -9.7448 -21.3376 3.6100  0.072
23 H -9.4984 -19.6339 3.4744  0.067
24 H -7.6964 -18.6986 4.5757  0.092
25 C -3.9618 -12.1327 5.7310  -0.066
26 C -3.7288 -11.0948 4.6953  -0.528
27 C -2.3619 -11.2278 3.9871  -0.052
28 O -4.6829 -11.2376 3.6928  -0.055
29 H -3.2908 -11.9203 6.5633  0.084
30 H -3.7693 -13.1454 5.3767  0.088
31 H -4.9927 -12.0931 6.0830  0.081
32 H -3.8814 -10.1188 5.1561  0.135
33 H -1.5313 -11.5092 4.6344  0.071
34 H -2.0887 -10.2262 3.6549  0.069
35 H -2.2909 -11.8982 3.1307  0.081
36 H -4.7567 -10.4129 3.2069  0.093
37 C 0.0756 -7.3405 -3.5536  -0.086
38 C 0.2831 -7.1633 -2.1108  -0.535
39 C 1.2039 -8.2663 -1.5450  -0.042
40 O 0.7539 -5.8675 -1.8148  -0.039
41 H 0.9115 -7.0182 -4.1746  0.092
42 H -0.7905 -6.7287 -3.8058  0.083
43 H -0.1537 -8.3868 -3.7554  0.087
44 H -0.7302 -7.1880 -1.7097  0.130
45 H 0.7341 -9.2443 -1.6495  0.075
46 H 1.4416 -8.0911 -0.4957  0.075
47 H 2.1366 -8.3379 -2.1045  0.080
48 H 0.3332 -5.2769 -2.4439  0.082
49 C 3.0278 -4.7596 7.6462  -0.060
50 C 3.5184 -4.4768 6.2410  -0.543
51 C 3.2263 -5.5862 5.2685  -0.058
52 O 2.9593 -3.2913 5.7394  -0.045
53 H 1.9419 -4.7091 7.5676  0.085
54 H 3.3506 -4.0285 8.3874  0.075
55 H 3.4276 -5.7301 7.9403  0.078
56 H 4.5986 -4.3434 6.2993  0.130
57 H 3.5261 -6.5697 5.6305  0.082
58 H 3.7402 -5.4721 4.3140  0.078
59 H 2.1767 -5.4969 4.9884  0.086
60 H 3.2813 -2.4956 6.1693  0.093
61 C -4.1402 -5.6614 10.5072  -0.099
62 C -5.4779 -5.1575 10.8446  -0.512
63 C -5.4530 -4.7019 12.3292  -0.045
64 O -5.6486 -4.0566 9.9893  -0.051
65 H -4.0999 -6.0062 9.4739  0.079
66 H -3.7966 -6.4649 11.1587  0.087
67 H -3.4465 -4.8215 10.5428  0.090
68 H -6.2184 -5.9352 10.6578  0.135
69 H -5.4979 -5.5120 13.0571  0.076
70 H -6.2871 -4.0521 12.5944  0.074
71 H -4.5209 -4.1878 12.5636  0.077
72 H -5.5686 -4.2513 9.0526  0.090
73 C -4.9613 -14.8313 12.8666  -0.068
74 C -5.6305 -16.1576 13.0021  -0.483
75 C -6.5788 -16.4295 11.7964  -0.064
76 O -4.6064 -17.1575 12.8394  -0.070
77 H -4.5043 -14.6710 11.8902  0.088
78 H -4.1961 -14.6212 13.6139  0.080
79 H -5.7645 -14.1310 13.0961  0.081
80 H -6.2252 -16.3355 13.8981  0.133
81 H -7.4179 -15.7505 11.9479  0.076
82 H -6.9941 -17.4368 11.8288  0.070
83 H -6.0678 -16.3733 10.8353  0.084
84 H -5.1181 -17.9690 12.8740  0.074
85 C -6.8546 -9.2688 -3.1868  -0.053
86 C -7.2267 -8.9768 -4.6373  -0.507
87 C -8.6932 -9.2456 -4.9878  -0.060
88 O -7.0371 -7.6051 -4.8912  -0.061
89 H -7.4061 -8.7542 -2.4000  0.083
90 H -5.8003 -8.9930 -3.1613  0.076
91 H -6.9021 -10.3394 -2.9876  0.077
92 H -6.5515 -9.5125 -5.3046  0.131
93 H -8.8080 -9.5989 -6.0126  0.072
94 H -9.3161 -8.3932 -4.7167  0.084
95 H -9.0837 -10.0975 -4.4311  0.069
96 H -7.0179 -7.5399 -5.8488  0.089
97 O -6.9688 -5.7432 2.0061  -0.056
98 H -6.5958 -5.1101 2.6196  0.028
99 H -7.2340 -5.2182 1.2510  0.029
100 O -8.0783 -14.7312 3.0774  -0.053
101 H -7.4699 -13.9944 3.1351  0.025
102 H -8.9458 -14.3267 3.0776  0.028
103 O -9.5666 -9.4259 4.8228  -0.053
104 H -9.6802 -8.8148 4.0949  0.029
105 H -8.7455 -9.8786 4.6302  0.024

Orbital gap   10.00 eV
Lowest unoccupied orbital energy   0.124 eV
E_tot   -48542.756 eV
Structure (SMILES)   CC(C)O.CC(C)O.CC(C)O.CC(C)O.CC(C)O.CC(C)O.CC(C)O.CC(C)O.O.O.O
Energy relative to the best compared isomer or geometry (same formula, charge and spin)   286.22 kJ/mol



2.
Formula: C24H71BO9
Source: the OMol25 dataset
Level of theory: ωB97M-V with the def2-TZVPD basis set

Last column: Löwdin charge in e.
Geometry (Å):
1 O 2.0494 1.6607 1.5789  0.145
2 H 1.5334 2.5042 1.6847  0.093
3 H 2.8885 1.8364 1.0699  0.089
4 H 1.4400 1.0430 1.0113  0.033
5 B 0.1313 -0.0833 0.3899  -0.322
6 H 1.2027 0.0462 -0.0970  0.018
7 H -0.6750 -0.1079 -0.4541  -0.005
8 H 0.1021 -1.0564 1.0312  -0.009
9 H -0.1025 0.8069 1.1252  0.023
10 C -3.0542 0.6153 3.1965  -0.048
11 C -4.0234 -0.4245 2.6444  -0.496
12 C -4.9166 -1.0194 3.7289  -0.056
13 O -4.8673 0.1695 1.6651  -0.061
14 H -2.3983 0.9488 2.3863  0.051
15 H -2.3407 0.2445 3.9382  0.070
16 H -3.5833 1.4786 3.6011  0.085
17 H -3.4704 -1.2447 2.1693  0.118
18 H -5.7283 -0.3074 3.8908  0.082
19 H -4.4274 -1.3686 4.6344  0.074
20 H -5.4094 -1.9066 3.3161  0.074
21 H -4.2535 0.4396 0.9614  0.038
22 C -1.4762 4.1664 0.3552  -0.036
23 C 0.0319 4.0354 0.2112  -0.462
24 C 0.5971 5.2311 -0.5415  -0.055
25 O 0.6638 3.9161 1.4872  -0.056
26 H -1.9813 4.2363 -0.6075  0.087
27 H -1.7084 5.0853 0.9044  0.086
28 H -1.8798 3.3155 0.9045  0.075
29 H 0.2278 3.1236 -0.3576  0.118
30 H 0.3802 6.1805 -0.0450  0.085
31 H 0.2000 5.3436 -1.5535  0.079
32 H 1.6765 5.1415 -0.6886  0.079
33 H 0.4979 4.7134 2.0004  0.119
34 C -3.4543 -0.2468 -2.1850  -0.042
35 C -3.4627 1.1030 -1.4790  -0.476
36 C -4.8616 1.6595 -1.2687  -0.054
37 O -2.7972 1.0318 -0.2147  -0.107
38 H -3.7009 -0.0940 -3.2368  0.086
39 H -4.2012 -0.8872 -1.7097  0.083
40 H -2.5105 -0.7899 -2.1264  0.061
41 H -2.9422 1.8651 -2.0751  0.117
42 H -5.6264 0.9180 -1.0401  0.081
43 H -5.1696 2.1818 -2.1796  0.082
44 H -4.8626 2.4482 -0.5144  0.085
45 H -1.9833 0.4946 -0.3114  0.012
46 C 5.5840 0.8571 1.5445  -0.048
47 C 5.2276 1.6824 0.3209  -0.459
48 C 4.5799 0.8051 -0.7363  -0.051
49 O 4.2862 2.7180 0.6749  -0.063
50 H 6.0628 1.4781 2.3100  0.082
51 H 6.2983 0.0595 1.3435  0.089
52 H 4.6919 0.4344 2.0132  0.084
53 H 6.1582 2.0891 -0.0849  0.141
54 H 4.3125 1.3904 -1.6158  0.083
55 H 3.6833 0.2861 -0.3838  0.074
56 H 5.2942 0.0206 -0.9856  0.090
57 H 4.7808 3.3949 1.1492  0.115
58 C 1.5277 -3.6894 -3.9491  -0.052
59 C 2.6282 -3.3406 -2.9394  -0.483
60 C 2.8900 -1.8394 -2.8444  -0.050
61 O 2.2764 -3.8933 -1.6673  -0.074
62 H 1.9063 -3.6610 -4.9724  0.074
63 H 0.7049 -2.9770 -3.8410  0.074
64 H 1.1266 -4.6811 -3.7469  0.075
65 H 3.5439 -3.8774 -3.1985  0.131
66 H 3.1865 -1.4956 -3.8372  0.083
67 H 3.7266 -1.6683 -2.1649  0.062
68 H 2.0140 -1.3375 -2.4331  0.063
69 H 1.3947 -3.5306 -1.4625  0.037
70 C 0.1144 -2.4883 4.0225  -0.055
71 C 1.0629 -1.3056 3.8734  -0.503
72 C 2.0882 -1.2659 4.9801  -0.067
73 O 1.8006 -1.4300 2.6648  -0.084
74 H -0.5836 -2.3249 4.8490  0.078
75 H 0.6149 -3.4436 4.1914  0.084
76 H -0.4987 -2.6230 3.1269  0.064
77 H 0.4434 -0.3984 3.8986  0.131
78 H 2.7212 -0.3755 4.9930  0.072
79 H 2.7912 -2.1014 4.9560  0.083
80 H 1.6054 -1.3142 5.9614  0.079
81 H 1.1481 -1.4309 1.9318  0.012
82 C -0.1684 0.5799 -3.6369  -0.047
83 C 0.0109 2.0261 -3.1870  -0.477
84 C 1.4517 2.2634 -2.7602  -0.048
85 O -0.2778 2.8526 -4.3192  -0.046
86 H -0.0696 -0.1048 -2.7952  0.061
87 H 0.5793 0.3366 -4.3952  0.085
88 H -1.1315 0.4140 -4.1222  0.078
89 H -0.7352 2.2415 -2.4135  0.116
90 H 2.1791 1.9433 -3.5038  0.089
91 H 1.7141 1.6639 -1.8802  0.060
92 H 1.5257 3.3171 -2.4746  0.064
93 H -0.1685 3.7683 -4.0438  0.078
94 C -2.5758 -3.3789 -0.2392  -0.045
95 C -1.1831 -3.9751 -0.1544  -0.472
96 C -1.0178 -5.2552 -0.9532  -0.046
97 O -0.2489 -3.0470 -0.7022  -0.091
98 H -3.3325 -4.0508 0.1751  0.085
99 H -2.8051 -3.2296 -1.2963  0.079
100 H -2.6709 -2.4355 0.3000  0.062
101 H -0.9176 -4.1526 0.8957  0.135
102 H -1.6419 -6.0298 -0.5040  0.082
103 H 0.0209 -5.5832 -0.9375  0.079
104 H -1.3110 -5.1128 -1.9945  0.084
105 H -0.1743 -2.2214 -0.2005  0.021

Orbital gap   9.23 eV
Lowest unoccupied orbital energy   -0.079 eV
E_tot   -45141.747 eV
Energy relative to the best compared isomer or geometry (same formula, charge and spin)   39.17 kJ/mol



Which of these has the lowest energy relative to the best compared isomer or geometry (same formula, charge and spin)? C24H71BO9